1.
Computed, not measured: C44H30Cl7F6N3O5SSbSc as an isolated structure, with ωB97M-V/def2-TZVPD.

Results
2S+1 = 1
largest force on an atom = 0.77 eV/A
energy above the lowest of the compared OMol25 structures with the same formula, charge and spin = 0.1635 eV
gap between HOMO and LUMO = 7.7 eV
molar mass = 1241.682 g mol⁻¹

```
98
Properties=species:S:1:pos:R:3:lowdin_charge:R:1
Sc -0.3068 -1.3232 -1.2843 0.8262
Cl -4.1384 1.7027 -2.2845 0.7242
C -4.1502 0.4009 -1.1437 -0.5733
C -5.3746 0.0431 -0.5516 -0.1230
C -5.4520 -1.0058 0.3144 -0.6224
Cl -6.9723 -1.3949 1.0606 0.6954
C -4.3007 -1.7617 0.6375 -0.1828
C -4.2667 -2.8555 1.5263 -0.0116
C -3.0825 -3.4951 1.7676 -0.0246
C -1.9198 -3.0572 1.1110 -0.0969
N -1.9205 -2.0339 0.2929 0.0453
C -3.0808 -1.3757 0.0480 -0.1540
C -2.9749 -0.2713 -0.8637 -0.3831
O -1.8022 0.0236 -1.3625 -0.2209
H -6.2610 0.6103 -0.8000 0.1098
H -5.1815 -3.1795 2.0044 0.0958
H -3.0295 -4.3420 2.4375 0.1099
H -0.9724 -3.5671 1.2435 0.1133
Cl -0.7404 -5.7819 -7.2240 0.6730
C -0.7759 -5.0007 -5.6912 -0.7143
C -0.9192 -3.6158 -5.6115 -0.6959
Cl -1.0617 -2.6741 -7.0412 0.7025
C -0.9468 -2.9969 -4.3727 -0.5707
Cl -1.1428 -1.2928 -4.2125 0.8256
C -0.8248 -3.7180 -3.1739 -0.4581
O -0.8434 -3.1196 -2.0172 -0.2265
C -0.6897 -5.1122 -3.2787 -0.6072
Cl -0.5720 -6.0121 -1.8130 0.7234
C -0.6661 -5.7437 -4.5167 -0.6985
Cl -0.5004 -7.4540 -4.5988 0.6853
C 3.3572 0.5165 -1.5458 0.0307
C 2.3705 0.0317 -2.6054 -0.4275
O 1.3806 -0.7301 -2.0576 -0.2418
C 3.1177 -0.8121 -3.6626 -0.5573
F 3.8562 -1.7626 -3.0631 0.1479
F 3.9611 -0.0665 -4.3951 0.1614
F 2.2931 -1.4365 -4.5042 0.1632
C 1.7331 1.2633 -3.2927 -0.5546
F 2.6367 2.2086 -3.6097 0.1506
F 0.8561 1.8242 -2.4511 0.1511
F 1.0686 0.9528 -4.4113 0.1495
H 3.7119 -0.3530 -0.9938 0.0889
H 2.8287 1.1727 -0.8552 0.0753
H 4.2034 1.0443 -1.9828 0.1004
O 4.7572 1.0555 3.4054 -0.0323
C 4.1948 -0.1444 3.8938 -0.2447
N 3.5738 -0.9291 2.8575 0.0973
C 4.2052 -1.9996 2.2906 -0.4372
O 5.2871 -2.4143 2.6616 0.0739
C 3.4600 -2.6379 1.1573 -0.1079
C 4.1558 -3.3289 0.1736 0.0178
C 3.4534 -3.8399 -0.9004 -0.0261
C 2.0884 -3.6078 -0.9789 -0.1178
N 1.4044 -2.9690 -0.0279 0.0512
C 2.0845 -2.5324 1.0323 -0.1535
H 5.5259 0.8331 2.8681 0.0909
H 3.4435 0.1617 4.6194 0.1104
H 4.9390 -0.7758 4.3750 0.1266
H 2.7957 -0.5051 2.3681 0.0643
H 5.2277 -3.4467 0.2680 0.1286
H 3.9507 -4.3785 -1.6947 0.1172
H 1.5185 -3.9382 -1.8375 0.0947
H 1.4957 -2.0833 1.8216 0.0579
S 0.5075 0.1001 1.0107 0.2360
Sb -0.4487 2.1241 1.3480 1.3477
C -0.0830 3.5539 -0.1393 -0.3560
C 1.1665 4.1654 -0.1837 -0.1261
C 1.4604 5.0492 -1.2097 -0.0720
C 0.5078 5.3239 -2.1829 -0.0676
C -0.7381 4.7160 -2.1330 -0.0647
C -1.0356 3.8263 -1.1112 -0.1270
C 0.4137 2.9383 3.0806 -0.3474
C 0.3978 4.3111 3.3019 -0.1173
C 0.9488 4.8241 4.4683 -0.0759
C 1.5108 3.9704 5.4066 -0.0723
C 1.5265 2.6004 5.1841 -0.0766
C 0.9789 2.0826 4.0200 -0.1312
C -2.5077 2.0245 1.7489 -0.3339
C -3.3517 3.0943 1.4710 -0.1142
C -4.6869 3.0313 1.8454 -0.0692
C -5.1703 1.9127 2.5081 -0.0707
C -4.3260 0.8458 2.7849 -0.0777
C -2.9949 0.8956 2.3996 -0.1202
H 1.9156 3.9540 0.5720 0.1072
H 2.4353 5.5169 -1.2546 0.1091
H 0.7422 6.0087 -2.9877 0.1085
H -1.4757 4.9188 -2.8989 0.1115
H -1.9950 3.3288 -1.1005 0.0655
H -0.0311 4.9848 2.5683 0.1024
H 0.9432 5.8928 4.6403 0.1070
H 1.9427 4.3746 6.3130 0.1072
H 1.9676 1.9361 5.9163 0.1048
H 1.0043 1.0138 3.8361 0.0735
H -2.9793 3.9777 0.9651 0.0965
H -5.3481 3.8579 1.6192 0.1091
H -6.2132 1.8615 2.7940 0.1100
H -4.7113 -0.0348 3.2837 0.1109
H -2.3399 0.0500 2.5911 0.0978
```

2.
Computed, not measured: the molecule C4H3N3 in a non-equilibrium geometry, with ωB97M-V/def2-TZVPD.

Results
2S+1 = 1
largest force on an atom = 1.81 eV/A
energy above the lowest of the compared OMol25 structures with the same formula, charge and spin = 0.9314 eV
gap between HOMO and LUMO = 10.2 eV
molar mass = 93.089 g mol⁻¹

```
10
Properties=species:S:1:pos:R:3:lowdin_charge:R:1
N 3.3133 -0.3413 0.2859 0.1675
C 2.1664 -0.3046 0.1502 -0.1280
C 0.7344 -0.2711 0.1021 -0.4091
N -0.0718 -1.2725 0.1599 0.1323
C -1.3316 -0.6801 0.1533 -0.1210
C -1.2434 0.6617 -0.0065 -0.0781
N 0.1429 0.9690 -0.0735 0.0720
H -2.2010 -1.3095 0.2738 0.1031
H -2.0272 1.4147 -0.0493 0.1107
H 0.5180 1.1338 -0.9959 0.1505
```

3.
Computed, not measured: an isolated ion of composition C18H30NO2 and charge +1, with ωB97M-V/def2-TZVPD.

Results
2S+1 = 1
largest force on an atom = 0.89 eV/A
energy above the lowest of the compared OMol25 structures with the same formula, charge and spin = 0.6955 eV
gap between HOMO and LUMO = 9.3 eV
net charge = +1
molar mass = 292.443 g mol⁻¹

```
51
Properties=species:S:1:pos:R:3:lowdin_charge:R:1
C -5.0453 -1.0049 -1.5897 -0.0603
C -4.9188 -0.2100 -0.2883 -0.3885
C -5.6153 -0.9383 0.8635 -0.0584
C -3.4725 0.0478 0.0451 -0.2077
C -2.9876 1.3428 0.1531 -0.0040
C -1.6618 1.6036 0.4593 -0.0032
C -0.7896 0.5502 0.6702 -0.2394
O 0.5670 0.6913 0.9732 -0.1344
C 1.0572 1.9663 1.3652 -0.1718
C 1.4130 2.9012 0.1926 -0.1442
C 1.8608 2.1965 -1.0923 -0.1797
C 3.3308 1.7715 -1.1412 -0.1601
C 3.7784 0.7735 -0.0751 -0.1200
N 2.9066 -0.4208 0.0407 -0.1034
C 3.3359 -1.2845 1.1662 -0.0713
C 2.4004 -2.4910 1.2799 -0.1604
O 2.3813 -3.2256 0.0843 -0.0970
C 1.9492 -2.4403 -0.9957 -0.1565
C 2.8652 -1.2294 -1.1988 -0.0674
C -1.2609 -0.7545 0.5770 -0.0054
C -2.5828 -0.9981 0.2659 -0.0122
H -4.5427 -0.4872 -2.4040 0.0828
H -6.0935 -1.1220 -1.8516 0.0818
H -4.6077 -1.9947 -1.4868 0.0755
H -5.4129 0.7568 -0.4294 0.1336
H -6.6723 -1.0585 0.6413 0.0819
H -5.1845 -1.9243 1.0183 0.0767
H -5.5192 -0.3711 1.7867 0.0842
H -3.6546 2.1771 -0.0043 0.1213
H -1.3388 2.6286 0.5341 0.1050
H 1.9429 1.7446 1.9689 0.1177
H 0.3334 2.4555 2.0228 0.1351
H 2.1869 3.5907 0.5305 0.1247
H 0.5383 3.5010 -0.0582 0.1047
H 1.1996 1.3496 -1.2913 0.1089
H 1.7156 2.8968 -1.9160 0.1246
H 3.5427 1.3745 -2.1353 0.1142
H 3.9549 2.6584 -1.0192 0.1289
H 4.7926 0.4350 -0.3026 0.1440
H 3.7976 1.2614 0.9004 0.1290
H 1.9329 -0.0819 0.2619 0.1370
H 3.3183 -0.7123 2.0942 0.1453
H 4.3553 -1.6269 0.9710 0.1501
H 2.7581 -3.1709 2.0541 0.1456
H 1.3897 -2.1486 1.5461 0.1207
H 1.9812 -3.0840 -1.8757 0.1459
H 0.9142 -2.1003 -0.8414 0.1223
H 2.4962 -0.6246 -2.0257 0.1371
H 3.8802 -1.5685 -1.4211 0.1533
H -0.5944 -1.5813 0.7725 0.0938
H -2.9214 -2.0203 0.2045 0.1194
```

4.
Computed, not measured: a 2-piece molecular cluster, C5H11O2 overall in a non-equilibrium geometry, with ωB97M-V/def2-TZVPD.

Results
2S+1 = 2
largest force on an atom = 2.28 eV/A
⟨S²⟩ = 0.755
energy above the lowest of the compared OMol25 structures with the same formula, charge and spin = 0.4998 eV
gap between HOMO and LUMO (spin up / spin down) = 11.9 / 7.5 eV
molar mass = 103.141 g mol⁻¹

```
18
Properties=species:S:1:pos:R:3:mulliken_spin:R:1
C 1.1694 -0.7639 -0.2384 0.0165
C 1.4847 -2.1911 -0.6937 0.0138
C 1.3022 -0.7473 1.3141 -0.0281
O 1.1432 -1.7648 1.9576 0.1067
O 1.6002 0.3771 1.8687 0.8802
H 1.8598 0.0048 -0.6229 0.0039
H 0.1786 -0.4433 -0.5515 0.0009
H 0.5973 -2.7233 -1.0091 0.0004
H 1.9168 -2.7952 0.1474 0.0041
H 2.2653 -2.2864 -1.4439 0.0024
C -1.0022 1.9664 0.1052 -0.0018
C -2.4124 1.4263 -0.3126 0.0003
H -0.3319 2.1632 -0.7162 0.0002
H -1.0520 2.7298 0.8466 -0.0003
H -0.5426 1.1141 0.5989 0.0009
H -2.6185 0.5145 0.2464 -0.0001
H -2.4334 1.1742 -1.3728 0.0000
H -3.1243 2.2451 -0.1239 0.0001
```